Here is a structure of composition C5H12NO from the OMol25 dataset. Energies are from ωB97M-V with the def2-TZVPD basis set.

The net charge is -1. As for the HOMO-LUMO gap: 0.2184 Ha. For the calculated total energy, the calculation gives -327.4777 hartree. The value obtained for the HOMO energy is -2.4 eV.

Last column: natural (NBO) charge in e.
Element x y z (Å)
1 C 2.59 -0.04 0.57  -0.6146
2 C 1.37 0.39 -0.09  0.3998
3 C 0.07 -0.15 0.68  -0.4814
4 C -1.20 0.60 0.22  -0.4315
5 C -2.42 -0.30 0.37  -0.0328
6 O -2.28 -1.54 -0.22  -0.9647
7 N 1.42 1.31 -1.17  -0.9764
8 H 2.58 -0.81 1.36  0.2167
9 H 3.39 -0.19 -0.15  0.2362
10 H 2.09 0.91 0.90  0.3060
11 H -0.12 -1.30 -1.92  -0.0874
12 H 0.01 -1.21 0.43  0.2706
13 H 0.27 0.02 1.74  0.1855
14 H -1.11 0.95 -0.82  0.2175
15 H -1.13 1.49 0.83  0.1683
16 H -2.82 -0.40 1.38  0.0925
17 H -3.24 0.35 -0.10  0.0655
18 H -0.91 -0.92 -2.02  0.0662
19 H 1.45 0.84 -2.00  0.3640